1) Here is the molecule C2H4N4O from the Open Molecules 2025 dataset. Energies are from ωB97M-V/def2-TZVPD.

SMILES string: Nc1ncn(O)n1
HOMO in hartree: -0.32233
Kohn-Sham gap in eV: 9.382

Structure (ORCA input):
```
! RIJCOSX wB97M-V def2-TZVPD def2/J DEFGRID3
* xyz 0 1
C 0.7579 -0.2959 -0.0819
C -0.8018 1.2237 -0.1754
H 2.6468 0.5416 0.1428
H 2.9799 -1.0845 0.6714
H -1.4876 1.9833 0.0828
H -2.5058 -1.5623 -0.3113
N 2.2610 -0.4467 -0.1411
N 0.4103 1.1245 -0.0049
N -1.3176 -0.0432 -0.1200
N -0.3183 -0.9901 -0.1558
O -2.6246 -0.4504 0.0934
*
```

---

2) Here is C2H4N4O as an isolated structure from the Open Molecules 2025 dataset. Energies are from ωB97M-V/def2-TZVPD.

HOMO in hartree: -0.34733
Kohn-Sham gap in eV: 9.725

Structure (ORCA input):
```
! RIJCOSX wB97M-V def2-TZVPD def2/J DEFGRID3
* xyz 0 1
C 0.8640 -0.3385 0.0338
C -1.1288 -0.2384 -0.1510
H 2.6504 0.2416 0.5853
H 2.7455 -1.4840 0.3051
H -1.1525 1.6506 0.5676
H 1.2169 1.7073 -0.3823
N 2.2133 -0.4743 0.0379
N -0.2536 -1.0539 -0.3020
N -0.6229 1.1677 -0.2725
N 0.7741 1.0577 0.1430
O -2.3310 -0.4418 0.2978
*
```

---

Need the numbers? Relative energies in kcal/mol: 1) 41.7; 2) 0.0.

---

1) Here is the molecule C2H4N4O from the Open Molecules 2025 dataset. Energies are from ωB97M-V/def2-TZVPD.

SMILES string: [H]/N=c1/cnon1N
HOMO in hartree: -0.34282
Kohn-Sham gap in eV: 9.721

Structure (ORCA input):
```
! RIJCOSX wB97M-V def2-TZVPD def2/J DEFGRID3
* xyz 0 1
C 1.6676 0.6485 -0.0719
C 0.1371 0.6976 -0.0556
H -1.5916 -0.8842 1.0924
H -1.8450 -1.9329 -0.4208
H 2.4344 1.5355 -0.3071
H -1.5595 1.6245 -0.0456
N -1.4575 -0.9575 -0.0349
N -0.2104 -0.5391 -0.3993
N 2.0531 -0.6083 0.0298
N -0.5312 1.7719 0.0885
O 0.9030 -1.3561 0.1244
*
```

---

2) Here is the molecule C2H4N4O from the Open Molecules 2025 dataset. Energies are from ωB97M-V/def2-TZVPD.

SMILES string: Nc1noc(N)n1
HOMO in hartree: -0.32055
Kohn-Sham gap in eV: 9.283

Structure (ORCA input):
```
! RIJCOSX wB97M-V def2-TZVPD def2/J DEFGRID3
* xyz 0 1
C 1.1285 0.2363 -0.0992
C -1.0098 -0.0003 0.0251
H 2.9553 0.2038 -0.0948
H 2.5192 -1.2012 0.2303
H -2.7037 -1.0912 -0.2749
H -2.9595 0.3085 0.6104
N 2.2809 -0.3345 -0.2804
N 0.6941 1.5017 0.0317
N -2.3320 -0.2455 -0.3306
N 0.0501 -0.7471 0.2626
O -0.6231 1.3696 -0.0804
*
```

---

Need the numbers? Relative energies in kcal/mol: 1) 34.1; 2) 0.0.

---

1) Here is the molecule C2HBrF2S from the Open Molecules 2025 dataset. Energies are from ωB97M-V/def2-TZVPD.

HOMO in hartree: -0.35219
Kohn-Sham gap in eV: 9.847

Structure (ORCA input):
```
! RIJCOSX wB97M-V def2-TZVPD def2/J DEFGRID3
* xyz 0 1
C 0.2234 -0.6979 -1.0689
C 1.2623 -1.3339 -0.1927
F -0.4086 -1.7237 -2.0091
F 1.7752 -2.4016 -0.7473
S -0.1383 -0.8121 0.6184
Br 2.4490 0.0093 0.4447
H 0.4846 0.2584 -1.6057
*
```

---

2) Here is a 2-piece molecular cluster, C2HBrF2S overall from the Open Molecules 2025 dataset. Energies are from ωB97M-V/def2-TZVPD.

HOMO in hartree: -0.35957
Kohn-Sham gap in eV: 6.961

Structure (ORCA input):
```
! RIJCOSX wB97M-V def2-TZVPD def2/J DEFGRID3
* xyz 0 1
C 0.0016 0.3550 -0.1495
C -1.2973 0.1294 0.1615
F 0.4703 1.5893 -0.0573
F -2.0521 1.1241 0.6417
S 2.4319 -0.5455 -0.9324
Br -2.1446 -1.5312 0.0791
H 2.5902 -1.1211 0.2570
*
```

---

Need the numbers? Relative energies in kcal/mol: 1) 0.0; 2) 50.2.

---

1) Here is the molecule C6H7N from the Open Molecules 2025 dataset. Energies are from ωB97M-V/def2-TZVPD.

SMILES string: Cc1c[nH]c2c1C2
HOMO in hartree: -0.30875
Kohn-Sham gap in eV: 9.308

Structure (ORCA input):
```
! RIJCOSX wB97M-V def2-TZVPD def2/J DEFGRID3
* xyz 0 1
C 0.3449 -1.2445 0.0782
C -0.7526 0.8281 -0.5341
C 0.7393 0.0237 -0.0822
C -1.5591 -0.2792 -0.2779
C -2.0485 1.1013 0.1506
C 2.0901 0.4973 -0.1863
N -0.9838 -1.3967 0.1216
H 0.9496 -2.1772 0.3612
H -2.2868 1.4081 1.1642
H -2.6270 1.5112 -0.5728
H 2.1787 1.3642 0.6070
H 2.8382 -0.1817 0.1167
H 2.3788 0.9507 -1.1730
H -1.2617 -2.4053 0.2266
*
```

---

2) Here is the molecule C6H7N from the Open Molecules 2025 dataset. Energies are from ωB97M-V/def2-TZVPD.

SMILES string: Cc1ccccn1
HOMO in hartree: -0.33875
Kohn-Sham gap in eV: 10.256

Structure (ORCA input):
```
! RIJCOSX wB97M-V def2-TZVPD def2/J DEFGRID3
* xyz 0 1
C -1.3245 -1.1000 -0.2562
C -2.0615 0.0646 -0.0076
C 0.6964 0.1910 0.0442
C 0.0487 -1.0623 -0.1417
C -1.3029 1.2042 0.1663
C 2.2126 0.2333 -0.1121
N 0.0054 1.2967 0.1732
H -1.8323 -2.1290 -0.0140
H -3.1617 0.1621 0.0207
H 0.7186 -1.8440 -0.3009
H -1.8748 2.2041 0.3949
H 2.4859 -0.0750 0.9339
H 2.5905 1.2459 -0.0697
H 2.7995 -0.3918 -0.8310
*
```

---

3) Here is the molecule C6H7N from the Open Molecules 2025 dataset. Energies are from ωB97M-V/def2-TZVPD.

SMILES string: CC1=C[C@@]1(C)C#N
HOMO in hartree: -0.36224
Kohn-Sham gap in eV: 10.650

Structure (ORCA input):
```
! RIJCOSX wB97M-V def2-TZVPD def2/J DEFGRID3
* xyz 0 1
C -0.3985 -1.7682 0.6585
C -0.2088 -0.0589 -1.5441
C 0.6770 0.2329 -0.5847
C -0.6083 -0.3561 -0.0489
C 2.0533 0.5305 -0.0871
C -1.7666 0.4451 0.6013
N -0.2438 -2.6078 1.4120
H -0.5373 -0.1882 -2.6225
H 2.1296 1.2818 0.7158
H 2.5856 0.9119 -0.8573
H 2.4854 -0.4725 0.0826
H -1.7633 1.5258 0.2977
H -1.6509 0.3796 1.5964
H -2.7533 0.1441 0.3802
*
```

---

Need the numbers? Relative energies in kcal/mol: 1) 104.6; 2) 0.0; 3) 60.2.

---

1) Here is the molecule C6H7N from the Open Molecules 2025 dataset. Energies are from ωB97M-V/def2-TZVPD.

SMILES string: C#C[C@@H](C)CC#N
HOMO in hartree: -0.38060
Kohn-Sham gap in eV: 10.596

Structure (ORCA input):
```
! RIJCOSX wB97M-V def2-TZVPD def2/J DEFGRID3
* xyz 0 1
C 0.0821 1.5224 0.0064
C 0.2257 0.0171 0.0771
C -1.0050 -0.8236 -0.2473
C -2.0272 -0.6249 0.7773
N -2.7711 -0.4343 1.6415
C 1.3587 -0.4420 -0.7740
C 2.3891 -0.9265 -0.3767
H -0.2063 1.8293 -1.0010
H -0.6490 1.8705 0.7388
H 1.0512 1.9815 0.2331
H 0.5190 -0.2419 1.1041
H -1.3801 -0.5682 -1.2404
H -0.7147 -1.8816 -0.2607
H 3.1402 -1.3017 0.2661
*
```

---

2) Here is the molecule C6H7N from the Open Molecules 2025 dataset. Energies are from ωB97M-V/def2-TZVPD.

SMILES string: C1[C@@H]2[C@H]3[C@@H]2N2[C@H]3[C@H]12
HOMO in hartree: -0.30725
Kohn-Sham gap in eV: 9.546

Structure (ORCA input):
```
! RIJCOSX wB97M-V def2-TZVPD def2/J DEFGRID3
* xyz 0 1
C 1.1910 -0.2831 -0.6956
C -0.0296 -1.1204 -0.4028
C -1.4274 -0.0860 -0.1392
C -0.5719 -0.6901 0.9051
N 0.0575 0.6442 1.2369
C 0.8096 0.9896 0.0187
C -0.7237 1.2409 0.1389
H 1.5376 -0.2507 -1.7442
H 2.0467 -0.5653 -0.0640
H -0.1021 -2.1415 -0.8119
H -2.4662 -0.2730 -0.4699
H -0.8349 -1.3571 1.7052
H 1.6919 1.6483 0.2058
H -1.1785 2.2443 0.1171
*
```

---

Need the numbers? Relative energies in kcal/mol: 1) 0.0; 2) 13.0.

---

1) Here is the molecule C6H7N from the Open Molecules 2025 dataset. Energies are from ωB97M-V/def2-TZVPD.

SMILES string: C=C1CC(C#N)C1
HOMO in hartree: -0.33510
Kohn-Sham gap in eV: 9.746

Structure (ORCA input):
```
! RIJCOSX wB97M-V def2-TZVPD def2/J DEFGRID3
* xyz 0 1
N -1.2088 2.8455 -1.6122
C -0.8199 2.0819 -0.8333
C -0.3293 1.0971 0.1114
C 0.9762 0.3520 -0.2373
C 0.7338 -2.0185 0.8081
C 0.3247 -0.8567 0.3090
C -1.0771 -0.2750 0.1824
H -0.2317 1.5297 1.1077
H 1.0721 0.2124 -1.3278
H 1.9388 0.6397 0.1758
H 1.8011 -2.1488 0.9614
H 0.1821 -2.5273 0.0117
H -1.6505 -0.5022 -0.7208
H -1.7118 -0.4298 1.0640
*
```

---

2) Here is the molecule C6H7N from the Open Molecules 2025 dataset. Energies are from ωB97M-V/def2-TZVPD.

SMILES string: C=C1N=C1C1CC1
HOMO in hartree: -0.31415
Kohn-Sham gap in eV: 9.472

Structure (ORCA input):
```
! RIJCOSX wB97M-V def2-TZVPD def2/J DEFGRID3
* xyz 0 1
C 0.4703 1.7827 0.7998
C 0.2377 0.3898 0.3068
C 0.3756 3.1106 0.7102
C 0.3863 -2.0949 -0.6255
C -1.0301 -1.7772 -0.2492
C -0.0791 -0.5939 -0.6386
N 0.3832 0.6107 1.5845
H 0.5434 3.8444 1.4424
H 0.5214 3.7702 -0.1744
H 1.0440 -2.3078 0.3609
H 0.6722 -2.5942 -1.4370
H -1.8159 -1.8588 -1.0446
H -1.3451 -1.9229 0.6797
H -0.3639 -0.3586 -1.7152
*
```

---

Need the numbers? Relative energies in kcal/mol: 1) 0.0; 2) 35.6.